#one
C11H20N2Si | ωB97M-V/def2-TZVPD

Last column: Mulliken charge in e.
Geometry (Å):
C1 -0.5307 0.6183 1.9107  -1.020
Si1 0.4784 -0.2975 0.7991  0.235
C2 2.1692 0.2164 0.1790  0.436
C3 2.7818 1.3287 0.7462  -0.362
C4 4.0509 1.7154 0.3604  -0.592
C5 4.7284 0.9999 -0.6142  -0.381
C6 4.1277 -0.1023 -1.1970  -0.610
C7 2.8631 -0.4940 -0.7990  -0.206
N1 0.1086 -1.8581 0.1643  0.291
C8 -0.5230 -1.9818 -1.1282  -1.196
C9 -0.3357 -2.8753 1.0824  -1.029
H1 -0.2273 1.5455 2.3612  0.202
H2 -1.4738 0.2386 2.2680  0.369
H3 2.2553 1.8863 1.5048  0.252
H4 4.5179 2.5731 0.8222  0.373
H5 5.7219 1.2993 -0.9144  0.372
H6 4.6518 -0.6611 -1.9595  0.370
H7 2.4078 -1.3650 -1.2485  0.371
H8 -0.3164 -2.9723 -1.5425  0.370
H9 -1.6100 -1.8571 -1.0637  0.357
H10 -0.1323 -1.2287 -1.8098  0.405
H11 -1.4164 -2.8203 1.2696  0.280
H12 -0.1107 -3.8635 0.6703  0.328
H13 0.1824 -2.7615 2.0306  0.382
C10 -3.2951 2.2929 -0.0958  -0.989
C11 -3.1942 1.0326 -0.9587  -0.165
N2 -3.8519 -0.1379 -0.3968  -0.530
H14 -4.3360 2.5172 0.1346  0.348
H15 -2.7492 2.1518 0.8321  0.188
H16 -2.8695 3.1434 -0.6211  0.313
H17 -3.6357 1.2151 -1.9419  0.394
H18 -2.1394 0.7803 -1.0940  -0.001
H19 -3.4574 -0.3324 0.5181  0.182
H20 -4.8405 0.0538 -0.2683  0.263

HOMO level   -7.89 eV
Lowest unoccupied orbital energy   0.496 eV
SMILES string   C=[Si](c1ccccc1)N(C)C.CCN
Kohn-Sham gap   8.3822 eV
2S+1   1

#two
C11H20N2Si | ωB97M-V/def2-TZVPD

Last column: Mulliken charge in e.
Geometry (Å):
C1 3.9724 1.3144 -1.7359  -0.614
C2 3.2199 2.4182 -1.3617  -0.416
C3 3.2330 0.1185 -1.8856  -0.671
C4 1.8633 2.3193 -1.0344  -0.261
C5 1.9081 0.0217 -1.6185  -0.428
C6 1.1664 1.1012 -1.0943  0.269
C7 -2.0031 -2.2583 0.2682  -1.017
C8 0.5303 -1.5490 2.7964  -1.322
C9 -1.3754 2.5423 0.0764  -1.064
C10 -1.9149 -1.1088 1.2765  -0.680
C11 0.5749 -1.0130 1.3604  -0.201
N1 -1.6248 -0.3403 -2.8799  -0.645
N2 -0.6696 -0.2942 1.0286  0.297
Si1 -0.6755 0.8207 -0.3480  0.067
H1 5.0194 1.2805 -1.9986  0.383
H2 3.6205 3.3927 -1.1683  0.355
H3 3.8194 -0.6316 -2.2257  0.492
H4 1.3866 3.2355 -0.5423  0.091
H5 1.4644 -0.8165 -1.7771  0.767
H6 -2.2322 -2.0407 -0.7639  0.336
H7 -1.0039 -2.8725 0.2129  0.170
H8 -2.7588 -2.9133 0.4568  0.503
H9 1.5350 -1.7982 3.0821  0.456
H10 0.0240 -0.7737 3.4703  0.274
H11 -0.1661 -2.4347 2.7835  0.215
H12 -2.3399 2.4807 0.6020  0.342
H13 -0.5971 3.0408 0.8694  0.250
H14 -1.5348 3.1880 -0.7155  0.403
H15 -2.7109 -0.3871 1.1136  0.317
H16 -2.0724 -1.5067 2.2828  0.412
H17 1.5853 -0.4028 1.3312  0.301
H18 0.7220 -1.7914 0.5245  0.248
H19 -0.5836 -0.2327 -3.3123  0.193
H20 -2.1674 0.4806 -3.1578  0.178

HOMO level (spin up / spin down)   -8.14 / -7.42 eV
Lowest unoccupied orbital energy (spin up / spin down)   -0.170 / -0.088 eV
Kohn-Sham gap (spin up / spin down)   7.9747 / 7.3346 eV
2S+1   1

Short version: #two is the least stable of them.

#one
CH5ClN2 | ωB97M-V/def2-TZVPD

Last column: Mulliken charge in e.
Geometry (Å):
C1 0.8590 -1.7340 -0.0166  -0.116
N1 -1.5110 0.6651 0.2651  -0.749
N2 1.1796 -0.4925 -0.1811  -0.193
Cl1 2.0537 -2.5940 -0.9695  -0.186
H1 -2.0755 1.5528 0.5511  0.244
H2 -1.3199 -0.0384 0.9278  0.286
H3 -2.2982 0.1949 -0.2619  0.235
H4 1.6809 -0.2619 -1.0096  0.224
H5 0.6264 0.1670 0.3239  0.255

HOMO level   -9.15 eV
Lowest unoccupied orbital energy   0.952 eV
Kohn-Sham gap   10.1001 eV
2S+1   1

#two
CH5ClN2 | ωB97M-V/def2-TZVPD

Last column: Mulliken charge in e.
Geometry (Å):
C1 0.1387 0.1525 1.0414  -0.837
N1 -0.3211 -0.8063 0.0231  -0.283
N2 -0.6399 -0.1620 -1.2658  -0.322
Cl1 0.6578 0.1101 -2.4152  -0.121
H1 0.9885 0.7892 0.8424  0.313
H2 -0.6259 0.8221 1.1511  0.377
H3 0.2827 -0.3660 1.9841  0.304
H4 0.4713 -1.2996 -0.3022  0.268
H5 -0.9519 0.7601 -1.0589  0.301

HOMO level   -9.11 eV
Lowest unoccupied orbital energy   0.877 eV
SMILES string   CNNCl
Kohn-Sham gap   9.9853 eV
2S+1   1

Short version: #two is the least stable of them.

#one
C2H5FIN | ωB97M-V/def2-TZVPD

Last column: Mulliken charge in e.
Geometry (Å):
C1 -0.8391 -0.9685 0.2322  -0.571
C2 -1.7350 -0.0200 0.1114  0.320
N1 2.0883 0.5722 -0.2124  -0.673
F1 -1.6052 1.2867 0.1073  -0.238
I1 -3.7698 -0.4555 -0.0850  0.042
H1 0.2835 -0.6617 0.2225  0.176
H2 2.6823 0.3226 0.5309  0.201
H3 -1.0440 -1.9770 0.2073  0.325
H4 2.5092 0.6286 -1.1344  0.180
H5 1.4298 1.2726 0.0202  0.238

HOMO level (spin up / spin down)   -4.80 / -9.77 eV
Lowest unoccupied orbital energy (spin up / spin down)   0.868 / -3.259 eV
<S²>   2.01
Kohn-Sham gap (spin up / spin down)   5.6716 / 6.5076 eV
2S+1   3

#two
C2H5FIN | ωB97M-V/def2-TZVPD

Last column: Mulliken charge in e.
Geometry (Å):
C1 -0.9378 0.2994 0.5919  -1.214
C2 -0.5389 -0.6766 -0.5459  -0.003
N1 0.7949 -1.1557 -0.6173  -0.377
F1 3.1503 1.6096 -0.3681  -0.515
I1 2.1976 -0.1804 0.2163  0.568
H1 -1.9376 0.6764 0.4392  0.309
H2 -0.8270 -0.0107 1.5513  0.442
H3 -0.2247 1.2639 0.5594  0.293
H4 -0.9251 -1.6289 -0.2905  0.271
H5 -0.7516 -0.1971 -1.5363  0.226

HOMO level (spin up / spin down)   -8.20 / -9.80 eV
Lowest unoccupied orbital energy (spin up / spin down)   0.570 / -2.660 eV
<S²>   2.02
Kohn-Sham gap (spin up / spin down)   8.7713 / 7.1423 eV
2S+1   3

Short version: #one is the least stable of them.

#one
C42H36I2N4O4P2TeTi | ωB97M-V/def2-TZVPD

Last column: Mulliken charge in e.
Geometry (Å):
Ti1 0.5414 -0.8309 -0.3778  -1.994
O1 -2.3043 2.3208 -0.9234  -0.596
C1 -1.1857 1.6344 -0.7144  -0.582
O2 -1.2799 0.2174 -0.8614  1.822
C2 0.0828 2.0510 -0.5630  0.397
C3 0.5340 3.4239 -0.4856  -1.207
C4 1.8431 3.6897 -0.3330  -0.945
C5 2.8013 2.6120 -0.1919  -0.442
C6 2.3632 1.3508 -0.2876  -0.206
N1 1.0292 1.0231 -0.5238  1.221
C7 3.1644 0.1249 -0.0189  0.157
O3 4.3069 0.0599 0.2869  -0.590
O4 2.3278 -0.9671 -0.1102  0.321
H1 -2.7858 2.4352 -0.0878  0.237
H2 -0.2053 4.2078 -0.5786  0.652
H3 2.1902 4.7130 -0.2967  0.523
H4 3.8454 2.8001 0.0153  0.641
I1 -2.8478 2.1098 2.7131  0.065
C8 -0.9543 2.7097 3.4731  -0.846
I2 0.6672 1.3966 3.0813  0.183
H5 -1.0638 2.7794 4.5475  0.467
H6 -0.7157 3.6715 3.0388  0.385
Te1 -0.8275 -3.5447 -1.4401  0.396
C9 -1.5096 -4.6556 -3.0984  0.542
C10 -0.6868 -5.5680 -3.7356  -0.145
C11 -1.2458 -6.3489 -4.7404  -0.605
N2 -2.5198 -6.2668 -5.1113  -0.549
C12 -3.3004 -5.4072 -4.4652  -0.829
C13 -2.8498 -4.5836 -3.4407  -0.163
C14 -0.1033 -1.6307 -2.2851  -0.203
P1 -1.3865 -0.4202 -2.4543  2.347
C15 -1.1681 0.9789 -3.5277  1.809
C16 -2.3132 1.6056 -4.0386  -0.900
C17 -2.1899 2.7491 -4.8078  -0.870
C18 -0.9363 3.2904 -5.0513  -0.748
C19 0.1996 2.7009 -4.5101  -0.992
C20 0.0927 1.5525 -3.7499  -0.579
C21 -3.0727 -0.9968 -2.5414  0.644
C22 -3.8027 -1.2334 -1.3764  -0.730
C23 -5.1123 -1.6754 -1.4630  -0.810
C24 -5.7027 -1.8698 -2.7050  -0.846
C25 -4.9810 -1.6323 -3.8666  -1.005
C26 -3.6651 -1.2070 -3.7900  -0.227
P2 1.2491 -1.5562 -3.5980  0.233
C27 2.6909 -2.3614 -2.8368  0.746
C28 2.7539 -3.6801 -2.3838  0.287
C29 3.9212 -4.1714 -1.8211  -0.792
C30 5.0438 -3.3580 -1.7169  -0.663
C31 5.0023 -2.0548 -2.1876  -0.667
C32 3.8307 -1.5617 -2.7439  -0.774
C33 0.7091 -2.7285 -4.8826  0.679
C34 1.6023 -3.6220 -5.4704  -0.577
C35 1.2108 -4.3755 -6.5702  -0.849
C36 -0.0667 -4.2438 -7.0930  -0.697
C37 -0.9572 -3.3426 -6.5227  -0.489
C38 -0.5619 -2.5853 -5.4347  0.141
H7 0.3588 -5.6776 -3.4840  0.338
H8 -0.6331 -7.0690 -5.2710  0.429
H9 -4.3418 -5.3809 -4.7688  0.396
H10 -3.5338 -3.9269 -2.9240  0.539
H11 -3.2985 1.2197 -3.8245  0.584
H12 -3.0764 3.2206 -5.2089  0.479
H13 -0.8437 4.1822 -5.6571  0.452
H14 1.1740 3.1355 -4.6873  0.535
H15 0.9817 1.0986 -3.3438  0.253
H16 -3.3561 -1.0676 -0.4071  0.221
H17 -5.6770 -1.8582 -0.5586  0.480
H18 -6.7304 -2.2024 -2.7673  0.450
H19 -5.4405 -1.7770 -4.8352  0.506
H20 -3.1193 -1.0116 -4.7035  0.472
H21 1.9000 -4.3340 -2.4884  -0.073
H22 3.9644 -5.1984 -1.4808  0.514
H23 5.9557 -3.7466 -1.2829  0.423
H24 5.8775 -1.4228 -2.1193  0.494
H25 3.7980 -0.5433 -3.1168  0.462
H26 2.6063 -3.7296 -5.0817  0.430
H27 1.9113 -5.0666 -7.0208  0.437
H28 -0.3689 -4.8356 -7.9469  0.443
H29 -1.9527 -3.2308 -6.9333  0.478
H30 -1.2529 -1.8696 -5.0034  -0.118
C39 1.7938 -3.3159 1.7852  -0.996
C40 0.4534 -2.7324 2.0528  0.117
N3 -0.1990 -1.8159 1.3252  1.255
C41 -1.4145 -1.5779 1.9573  -0.534
C42 -1.4938 -2.3533 3.0571  -0.924
N4 -0.3124 -3.0665 3.0946  -0.024
H31 1.9137 -3.5527 0.7279  -0.023
H32 1.9289 -4.2287 2.3625  0.545
H33 2.5823 -2.6135 2.0566  0.250
H34 -2.1154 -0.8512 1.5887  0.251
H35 -2.2580 -2.4585 3.8063  0.460
H36 -0.0581 -3.7455 3.7953  0.223

HOMO level (spin up / spin down)   -12.68 / -12.68 eV
Charge   +2
Lowest unoccupied orbital energy (spin up / spin down)   -6.155 / -6.153 eV
Kohn-Sham gap (spin up / spin down)   6.5230 / 6.5252 eV
2S+1   1

#two
C42H36I2N4O4P2TeTi | ωB97M-V/def2-TZVPD

Last column: Mulliken charge in e.
Geometry (Å):
Ti1 0.1999 0.7058 0.1693  -0.527
O1 1.1362 -2.4960 0.9449  -0.407
C1 1.2666 -1.4385 1.8622  0.573
O2 0.2978 -0.5189 1.4575  0.170
C2 2.8164 0.6594 1.8716  0.310
C3 3.8387 1.2721 2.5996  -0.514
C4 3.8772 2.6497 2.7233  -1.201
C5 2.8518 3.4165 2.1818  -0.742
C6 1.8748 2.7515 1.4823  1.022
N1 1.8913 1.4287 1.2772  0.829
C7 0.6291 3.4130 0.9612  -0.389
O3 0.4075 4.5817 0.9866  -0.593
O4 -0.2184 2.4841 0.4791  -0.639
H1 1.5666 -3.2868 1.2989  0.541
H2 4.5664 0.6582 3.1102  0.646
H3 4.6689 3.1195 3.2919  0.505
H4 2.7796 4.4864 2.3173  0.645
I1 -3.0669 -2.1702 1.1720  0.091
C8 -3.6815 -0.7652 2.6353  -0.922
I2 -2.5200 1.0128 2.7335  0.172
H5 -3.6210 -1.2495 3.6010  0.463
H6 -4.6994 -0.4744 2.4119  0.485
Te1 3.0433 -0.1056 -4.4639  0.377
C9 5.0650 -0.5703 -4.0830  0.184
C10 5.9316 0.3501 -3.5100  0.008
C11 7.2548 -0.0261 -3.3181  -0.604
N2 7.7447 -1.2052 -3.6887  -0.570
C12 6.9176 -2.0561 -4.2857  -0.453
C13 5.5677 -1.7953 -4.4953  -0.319
C14 2.2934 0.1777 -2.4966  -1.853
P1 1.5428 1.7214 -1.9211  2.599
C15 2.8881 2.8221 -1.4081  0.358
C16 2.6747 4.2011 -1.4083  -0.629
C17 3.6589 5.0550 -0.9346  -0.888
C18 4.8594 4.5405 -0.4638  -0.760
C19 5.0719 3.1676 -0.4532  -0.867
C20 4.0866 2.3084 -0.9147  -0.733
C21 0.8131 2.5543 -3.3518  0.324
C22 1.6678 3.1583 -4.2814  -0.476
C23 1.1472 3.7669 -5.4105  -0.824
C24 -0.2259 3.7875 -5.6203  -0.707
C25 -1.0785 3.2037 -4.6957  -0.709
C26 -0.5627 2.5882 -3.5650  -0.233
P2 1.9496 -0.8914 -1.2638  1.097
C27 2.6706 -2.5099 -1.5780  1.526
C28 1.8850 -3.6600 -1.6771  -0.391
C29 2.4834 -4.8843 -1.9151  -0.769
C30 3.8680 -4.9791 -2.0106  -0.792
C31 4.6543 -3.8457 -1.8758  -0.917
C32 4.0581 -2.6098 -1.6676  -0.719
C33 2.6647 -0.8104 1.8461  0.653
C34 3.7463 -1.6159 1.9575  -0.403
C35 3.7474 -2.9926 2.3655  -1.218
C36 2.8612 -3.5377 3.2381  -0.812
C37 1.7331 -2.8649 3.8375  -0.505
C38 1.0339 -1.8638 3.2819  -1.127
H7 5.6051 1.3428 -3.2326  0.505
H8 7.9560 0.6619 -2.8581  0.404
H9 7.3452 -3.0002 -4.6053  0.429
H10 4.9367 -2.5464 -4.9522  0.404
H11 1.7431 4.6123 -1.7776  0.604
H12 3.4881 6.1232 -0.9397  0.476
H13 5.6319 5.2102 -0.1094  0.465
H14 6.0101 2.7663 -0.0905  0.553
H15 4.2584 1.2383 -0.9002  0.706
H16 2.7372 3.1616 -4.1212  0.456
H17 1.8138 4.2319 -6.1243  0.473
H18 -0.6297 4.2688 -6.5011  0.433
H19 -2.1494 3.2388 -4.8474  0.486
H20 -1.2394 2.1605 -2.8403  0.360
H21 0.8103 -3.6089 -1.5621  0.347
H22 1.8716 -5.7710 -2.0150  0.482
H23 4.3309 -5.9418 -2.1830  0.451
H24 5.7325 -3.9170 -1.9347  0.585
H25 4.6781 -1.7299 -1.5588  0.638
H26 4.7268 -1.1804 1.7892  0.497
H27 4.6177 -3.5798 2.0984  0.550
H28 3.0840 -4.5300 3.6131  0.467
H29 1.4384 -3.2116 4.8210  0.518
H30 0.2515 -1.3440 3.8219  0.487
C39 -1.2020 -1.6852 -2.4029  -0.702
C40 -1.9182 -0.4540 -1.9824  -0.239
N3 -1.5150 0.4522 -1.0943  1.734
C41 -2.5454 1.3851 -0.9737  -0.851
C42 -3.5539 1.0312 -1.7983  -0.883
N4 -3.1351 -0.1212 -2.4273  0.111
H31 -0.7376 -2.1470 -1.5307  -0.260
H32 -0.4295 -1.4699 -3.1432  0.232
H33 -1.8997 -2.4022 -2.8333  0.596
H34 -2.4688 2.2341 -0.3201  0.439
H35 -4.5115 1.4818 -1.9895  0.466
H36 -3.6671 -0.6585 -3.0940  0.217

HOMO level   -12.92 eV
Charge   +2
Lowest unoccupied orbital energy   -6.624 eV
Kohn-Sham gap   6.2957 eV
2S+1   1

Short version: #one is the least stable of them.

#one
C2H5PS | ωB97M-V/def2-TZVPD

Last column: Mulliken charge in e.
Geometry (Å):
C1 1.9665 -0.2874 1.1952  -0.519
C2 0.6785 -0.5455 0.9815  -0.250
P1 -2.4700 1.1979 -1.4111  -0.011
S1 -0.2478 0.0322 -0.5073  -0.259
H1 2.4283 0.2341 0.4222  0.255
H2 2.5519 -0.7002 2.0706  0.228
H3 -0.0672 -1.0621 1.4972  0.353
H4 -3.3057 0.0080 -1.7740  0.110
H5 -1.5345 1.1230 -2.4743  0.095

HOMO level (spin up / spin down)   -8.37 / -8.37 eV
Lowest unoccupied orbital energy (spin up / spin down)   -1.775 / -1.777 eV
Kohn-Sham gap (spin up / spin down)   6.6002 / 6.5958 eV
2S+1   1

#two
C2H5PS | ωB97M-V/def2-TZVPD

Last column: Mulliken charge in e.
Geometry (Å):
C1 -0.0116 0.9343 0.8462  -0.871
C2 -0.4131 -0.2452 0.0273  0.190
P1 1.0205 -1.2336 -0.6792  -0.075
S1 -1.9294 -0.4670 -0.4726  -0.233
H1 -0.7334 1.8370 0.6299  0.281
H2 -0.2047 0.4421 1.9105  0.248
H3 1.0422 1.1628 0.8147  0.346
H4 0.1331 -2.0833 -1.3330  0.048
H5 1.0965 -0.3471 -1.7440  0.066

HOMO level   -8.39 eV
Lowest unoccupied orbital energy   -0.270 eV
SMILES string   CC(P)=S
Kohn-Sham gap   8.1200 eV
2S+1   1

Short version: #one is the least stable of them.